ORCA calculation (the ωB97M-V functional and the def2-TZVPD basis) on a cluster of 13 separate species, C23H54N8O31 in total.

Structure (XYZ):
```
116
Properties=species:S:1:pos:R:3:forces:R:3:mulliken_charge:R:1
C -3.6445 -1.0764 -2.7710 0.6 0.1 -0.5 -0.4264
O -5.0292 -0.8562 -2.9910 -0.6 0.3 0.4 -0.1807
C -5.7772 -1.8875 -3.3634 0.5 -0.6 -0.3 0.6814
O -5.4096 -3.0328 -3.4490 -0.1 0.1 0.1 -0.5741
O -6.9803 -1.4265 -3.6797 -0.1 0.8 0.6 -0.3243
C -7.9832 -2.3034 -4.1192 -1.2 -0.2 -0.5 -0.6821
H -3.3788 -1.6108 -1.8594 -0.5 -0.1 0.0 0.3065
H -3.2199 -0.0777 -2.7214 0.1 -0.1 0.0 0.0625
H -3.2402 -1.6111 -3.6321 0.1 0.0 0.1 0.2515
H -7.9084 -2.4471 -5.1985 0.3 -0.4 0.1 0.2868
H -8.9485 -1.8087 -3.9832 0.3 0.3 0.2 0.2518
H -8.0839 -3.2354 -3.5649 0.7 -0.1 -0.1 0.3098
C -1.5807 1.5924 0.6658 -0.7 0.8 -0.8 -0.0940
O -0.3858 0.8169 0.7282 0.2 0.5 0.7 0.1389
C -0.0297 0.1909 -0.3668 0.3 -0.8 -0.9 0.2319
O -0.6184 0.1026 -1.4101 -0.6 0.1 0.1 -0.3804
O 1.1610 -0.3759 -0.1449 0.5 0.1 0.5 0.4538
C 1.5891 -1.3945 -1.0319 -0.6 -1.3 -0.7 -0.6919
H -1.6171 2.3016 1.4858 0.2 -0.5 0.4 -0.3620
H -2.4573 0.9493 0.6513 0.0 0.0 0.2 0.4067
H -1.6035 2.2184 -0.2293 0.1 -0.3 -0.2 0.1874
H 1.2618 -1.2799 -2.0653 -0.1 0.5 0.1 -0.1353
H 1.1269 -2.3226 -0.6883 0.2 -0.2 0.0 0.1880
H 2.6649 -1.5348 -1.0775 0.1 0.5 0.5 0.2619
C 0.0798 3.7912 6.8394 0.1 1.1 1.4 -0.7736
O 0.0914 3.0695 5.6384 -0.2 -0.2 -0.8 -0.2111
C 1.2402 2.5883 5.1464 -0.1 0.4 0.3 0.5254
O 2.3194 2.6556 5.6764 -0.2 -0.2 -0.2 -0.5983
O 0.9426 2.0490 3.9573 0.2 0.2 0.4 -0.0777
C 1.9508 1.3224 3.2708 0.1 -0.3 -1.0 -0.6306
H -0.9179 4.1878 7.0257 -0.3 -0.6 -0.3 0.2424
H 0.6589 4.7205 6.8601 0.5 -0.4 -0.6 0.3305
H 0.3993 3.2036 7.7010 0.0 -0.2 -0.2 0.3270
H 1.8610 0.2549 3.4703 0.1 0.1 0.3 0.2585
H 2.9843 1.6405 3.3935 -0.2 0.2 0.7 0.4921
H 1.7316 1.4481 2.2088 -0.2 -0.1 0.3 0.0753
C 2.0052 -5.0797 -1.9336 1.0 -1.4 -0.1 -0.8151
O 3.0255 -4.0822 -1.9506 -1.1 1.7 0.6 0.0959
C 4.2345 -4.3240 -2.3944 0.2 -1.8 -1.3 0.6238
O 4.6384 -5.4149 -2.7401 0.0 0.4 0.3 -0.6112
O 4.8997 -3.1925 -2.5343 0.1 0.6 0.5 -0.2295
C 6.0519 -3.2203 -3.3854 0.0 0.7 0.1 -0.7316
H 2.2316 -5.8020 -2.7203 -0.1 0.0 -0.1 0.3818
H 1.0104 -4.6720 -2.0743 0.2 0.6 0.1 0.2202
H 2.0803 -5.6128 -0.9920 -0.2 0.0 0.1 0.3149
H 6.2614 -2.1659 -3.5639 -0.2 -0.1 -0.2 0.2285
H 5.7795 -3.7223 -4.3082 0.3 -0.2 0.0 0.3157
H 6.9491 -3.6066 -2.9066 -0.3 -0.6 0.1 0.2919
C 3.9117 -3.0550 2.0141 -0.9 -0.6 -0.3 -0.3129
O 5.1324 -2.3582 2.1261 0.8 -0.3 0.2 -0.3655
C 5.0786 -1.0515 2.3012 -0.9 0.6 0.5 0.8054
O 4.0552 -0.4272 2.4654 0.3 0.3 -0.3 -0.4104
O 6.3062 -0.5697 2.3223 0.5 -1.1 -0.2 -0.3892
C 6.5856 0.7985 2.4230 0.5 1.1 -0.2 -0.6696
H 3.0763 -2.5586 2.5064 0.2 0.4 -0.2 0.0234
H 3.9769 -4.0434 2.4654 0.6 0.1 0.0 0.3560
H 3.7089 -3.1985 0.9528 -0.2 0.1 0.0 0.1780
H 7.6407 0.8766 2.6891 -0.1 -0.2 0.3 0.2833
H 5.9880 1.3293 3.1633 -0.2 -0.2 -0.1 0.3072
H 6.5373 1.2985 1.4502 -0.5 -0.2 0.0 0.2630
C -2.2429 -0.6367 4.7175 -0.1 -0.2 -0.2 -0.6526
N -2.8842 0.3178 3.7806 -0.6 -0.8 -0.2 0.8797
O -3.7827 -0.1086 3.0818 -0.1 0.2 -0.2 -0.5669
O -2.4487 1.4367 3.7798 0.1 0.6 0.0 -0.3371
H -2.4104 -0.1979 5.6972 0.7 -0.1 0.1 0.2983
H -1.2318 -0.7190 4.3229 0.2 0.3 0.7 0.1116
H -2.7033 -1.6173 4.6618 -0.3 0.2 -0.2 0.2906
C 3.1343 1.4751 -0.1032 0.7 1.4 1.2 -0.8361
N 2.8430 1.8111 -1.4882 -0.4 -0.5 -1.0 1.1884
O 2.4346 2.9336 -1.7023 0.0 0.3 0.1 -0.6285
O 2.9903 0.9680 -2.3466 0.2 -0.2 -0.1 -0.5699
H 3.5085 0.4863 0.1199 -0.4 -0.2 -0.5 0.1059
H 2.2389 1.7588 0.4456 0.2 -0.3 0.0 0.1430
H 3.8992 2.2096 0.1647 0.0 -0.1 0.2 0.3583
C -0.5509 0.0097 -4.5584 0.6 0.1 1.0 -0.3556
N -1.2642 1.2824 -4.1977 0.2 1.1 0.2 1.0208
O -0.6556 2.0621 -3.4853 0.3 -0.4 -0.1 -0.4960
O -2.3528 1.5703 -4.6595 -0.1 -1.0 -0.3 -0.6182
H -1.1549 -0.8852 -4.4658 -0.5 0.3 -0.6 0.0243
H 0.2030 -0.1141 -3.7859 0.1 0.3 -0.1 -0.0293
H -0.0357 0.1755 -5.4982 -0.4 -0.2 -0.2 0.3792
C 0.0349 5.4404 -1.4875 0.9 -0.5 -0.2 -0.8131
N -1.2428 5.2719 -0.7659 0.3 0.3 -0.5 1.0135
O -2.1174 4.6832 -1.3536 -0.6 -0.3 -0.1 -0.4913
O -1.3389 5.7549 0.3354 0.0 0.1 0.6 -0.5711
H 0.8107 4.8810 -0.9643 -0.2 0.0 0.2 0.2424
H 0.3274 6.4851 -1.4909 -0.3 0.1 0.0 0.3359
H -0.0647 4.9926 -2.4699 -0.2 0.2 -0.1 0.2778
C -3.1072 4.8826 3.2279 0.4 1.0 -0.6 -0.4496
N -2.7777 5.0311 4.6619 0.0 0.1 -0.3 1.0235
O -1.9092 5.8156 4.9686 0.5 0.2 0.2 -0.5746
O -3.4322 4.3842 5.4430 -0.2 -0.4 0.5 -0.5893
H -4.1879 4.8494 3.1782 0.0 -0.6 -0.3 0.3180
H -2.5322 4.0769 2.7815 -0.5 -0.5 0.4 -0.0352
H -2.7311 5.7648 2.7126 -0.2 0.1 0.2 0.3273
C 0.4755 -4.0796 2.9928 1.5 0.5 1.1 -0.8047
N 0.5766 -4.5374 1.5896 -0.5 -0.2 0.7 1.0312
O 1.6192 -5.0277 1.2206 0.4 0.0 0.0 -0.5277
O -0.4315 -4.4422 0.9381 -0.3 0.1 -0.6 -0.5624
H -0.0143 -3.1152 3.0580 -0.5 -0.2 -0.2 0.2962
H 1.4852 -3.9277 3.3787 0.0 -0.1 -0.3 0.2423
H 0.0709 -4.8508 3.6422 -0.6 0.0 -0.4 0.3353
C -5.1617 3.5336 -1.3738 0.4 -0.4 -1.0 -0.7497
N -4.8840 3.8020 0.0429 -1.2 -0.8 0.7 0.8133
O -5.6156 4.5807 0.6215 0.4 0.5 -0.1 -0.5635
O -4.1047 3.0531 0.5998 0.4 0.4 -0.1 -0.3668
H -4.2252 3.2248 -1.8298 0.0 0.1 -0.1 0.2072
H -5.6169 4.3664 -1.8966 0.1 0.3 0.4 0.2768
H -5.8518 2.6918 -1.4068 0.0 0.0 0.2 0.3411
C 0.5832 -4.7116 -5.4629 -0.2 -0.5 -0.5 -0.8885
N 0.5940 -3.3580 -4.8765 0.0 0.3 0.4 0.8713
O 0.0515 -3.1690 -3.8093 -0.2 -0.3 0.3 -0.4061
O 1.0967 -2.4789 -5.5346 0.3 0.2 -0.4 -0.5384
H 1.5195 -4.8855 -5.9821 0.0 0.2 0.0 0.3288
H -0.2421 -4.6676 -6.1733 0.1 -0.2 -0.1 0.3427
H 0.3959 -5.5009 -4.7438 -0.1 0.3 0.3 0.3153
```
Positions in Å, forces in eV/Å.

LUMO	-0.3	eV
energy above the lowest of the compared OMol25 structures with the same formula, charge and spin	25.0	kcal per mole
electronic energy	-100096.70219	eV
gap between HOMO and LUMO	10.085	eV